One molecule with the formula C3H9NO at a distorted geometry, computed with the ωB97M-V functional and the def2-TZVPD basis.

Bonds (Å) are listed after each position.
Element x y z (Å)
1 N -1.134 -1.797 0.550  C2 1.439, H6 1.069, H7 1.055
2 C -0.684 -0.465 0.854  N1 1.439, C3 1.481, H8 1.100, H9 1.136
3 C 0.710 -0.196 0.433  C2 1.481, C4 1.573, H10 1.060, H11 1.077
4 C 1.093 0.942 -0.584  C3 1.573, O5 1.374, H12 1.174, H13 1.105
5 O 0.182 1.506 -1.443  C4 1.374, H14 0.990
6 H -1.327 -2.502 1.330  N1 1.069
7 H -2.155 -1.865 0.296  N1 1.055
8 H -0.647 -0.470 1.953  C2 1.100
9 H -1.420 0.314 0.475  C2 1.136
10 H 1.303 -0.050 1.299  C3 1.060
11 H 1.025 -1.027 -0.176  C3 1.077
12 H 1.325 1.799 0.183  C4 1.174
13 H 2.023 0.610 -1.079  C4 1.105
14 H -0.352 2.041 -0.803  O5 0.990

**LUMO**: 0.89 eV
**Energy**: -6792.59514 eV
**E_HOMO**: -9.22 eV
**Spin multiplicity**: 1
**HOMO-LUMO gap**: 0.3717 Eh

Just the Mulliken charges please, in e? Sure, here they are: N -0.7102; C -0.0107; C -0.6610; C -0.5833; O -0.5032; H 0.2344; H 0.2325; H 0.2102; H 0.2626; H 0.3522; H 0.2665; H 0.2162; H 0.3407; H 0.3530